Formula: C3H31O13
Source: the Open Molecules 2025 dataset
Level of theory: ωB97M-V/def2-TZVPD

Output
Kohn-Sham gap = 0.3200 hartree
Calculated total energy = -1111.07961 Eh
Molecular weight = 275.27 g/mol
Relative energy (zero: lowest compared OMol25 entry of this formula, charge and spin) = 11.9 kcal/mol
E_HOMO = -6.1 eV

```
! wB97M-V def2-TZVPD RIJCOSX def2/J DEFGRID3
* xyz -1 1
C 12.581 5.376 39.748
C 11.221 5.336 40.375
C 10.994 6.673 41.091
O 10.233 5.292 39.312
H 13.343 5.744 40.474
H 12.565 6.138 38.955
H 12.811 4.429 39.361
H 11.193 4.470 41.081
H 10.918 7.576 40.463
H 11.704 6.835 41.937
H 9.991 6.504 41.474
O 15.968 4.469 39.017
H 16.716 4.996 38.744
H 15.740 5.121 39.678
O 12.933 2.113 38.337
H 13.081 2.901 37.846
H 12.038 2.031 38.624
O 9.557 9.916 38.845
H 9.011 9.698 39.585
H 10.375 10.257 39.248
O 8.390 4.111 40.965
H 9.023 4.643 40.474
H 7.612 4.592 41.161
O 8.316 7.139 39.381
H 8.885 6.392 39.559
H 8.519 7.754 40.028
O 12.654 8.736 39.199
H 12.124 8.423 38.453
H 12.848 7.939 39.685
O 10.384 2.466 39.188
H 10.043 2.166 38.337
H 10.413 3.444 39.249
O 12.702 7.676 36.101
H 12.952 7.257 35.262
H 11.917 7.310 36.382
O 11.399 5.100 36.932
H 10.765 5.438 36.267
H 10.890 5.174 37.793
O 14.842 7.169 37.591
H 15.064 6.356 37.162
H 13.935 7.374 37.267
O 10.431 7.796 37.615
H 10.019 8.584 37.955
H 10.074 7.120 38.198
O 13.942 4.291 37.095
H 14.431 4.534 37.858
H 13.050 4.721 37.166
*
```

These are the natural (NBO) partial charges, in e, on atoms 1 to 8: number 1, C, carries -0.643; number 2, C, carries 0.078; number 3, C, carries -0.657; number 4, O, carries -1.014; number 5, H, carries 0.180; number 6, H, carries 0.202; number 7, H, carries 0.228; number 8, H, carries 0.169